111
Properties=species:S:1:pos:R:3:forces:R:3 method="wB97M-V/def2-TZVPD" spin_multiplicity=1 homo_energy_ev=-11.6 gap_ev=4.9 energy_ev=-87901.6251 mol_weight_g_mol=924.91 e_above_lowest_kj_mol=36.6 charge=+2
La 0.33202 -0.22077 -0.37772 -0.7 0.3 -1.7
C 2.76749 -5.14613 -0.86843 0.1 0.0 0.0
C 2.36875 -3.67169 -0.93718 0.0 -0.1 -0.2
C 2.65730 -3.09463 -2.32767 0.1 0.0 0.0
P 0.65229 -3.19034 -0.40460 0.2 -0.7 -0.1
C 0.16284 -4.44126 0.87457 -0.1 0.0 0.0
C -0.82244 -3.83131 1.87072 -0.1 0.0 0.0
C -0.40131 -5.73141 0.28572 0.0 -0.1 0.0
C -0.42630 -3.44685 -1.84352 0.1 0.0 0.0
C -0.26795 -4.51639 -2.73980 0.0 0.0 0.1
C -1.09510 -4.67086 -3.82969 -0.1 0.0 0.0
C -2.10706 -3.73526 -4.04802 0.0 0.0 0.0
C -2.27918 -2.67561 -3.18154 0.0 0.0 -0.1
C -1.44987 -2.50965 -2.06067 -0.1 0.2 0.1
N -1.61818 -1.39608 -1.20370 -0.1 0.1 0.2
C -2.93996 -1.09182 -0.80451 0.2 -0.3 -0.1
C -3.89840 -2.10704 -0.64255 0.0 -0.1 0.0
C -5.19116 -1.83299 -0.23934 0.0 -0.1 0.0
C -5.58508 -0.52674 0.02770 0.0 0.0 0.0
C -4.64982 0.48017 -0.10081 0.1 0.0 0.0
C -3.33052 0.22494 -0.50112 -0.1 0.1 0.1
P -2.07883 1.53631 -0.64394 -0.8 0.3 0.1
C -2.60406 2.97100 0.42382 -0.2 0.0 -0.1
C -2.86821 2.53764 1.86674 0.0 0.0 0.0
C -3.69161 3.91615 -0.10084 0.0 0.0 0.1
C -2.18998 2.15474 -2.39475 0.1 -0.1 -0.1
C -1.21518 1.37607 -3.28866 0.0 0.0 0.0
C -3.59482 2.07905 -2.98820 0.0 0.1 -0.1
H 2.55181 -5.59091 0.10270 0.0 0.0 0.0
H 3.84445 -5.23728 -1.03465 -0.1 0.0 0.0
H 2.27622 -5.74423 -1.63535 0.0 0.0 0.0
H 2.99065 -3.13816 -0.21154 0.1 0.0 0.1
H 2.20465 -3.70727 -3.10773 0.0 0.0 0.0
H 3.73382 -3.05078 -2.51345 -0.1 0.0 0.0
H 2.25628 -2.08498 -2.46314 0.0 0.1 0.0
H 1.09296 -4.66878 1.40402 0.0 0.0 0.0
H -1.72562 -3.46866 1.36594 0.1 0.0 0.0
H -0.37581 -3.00448 2.42444 0.0 0.0 0.0
H -1.13159 -4.58525 2.59945 0.0 0.0 -0.1
H -1.34484 -5.54310 -0.22964 0.0 0.0 0.0
H -0.59532 -6.43931 1.09518 0.0 0.0 0.0
H 0.27735 -6.21247 -0.41770 0.0 0.0 0.0
H 0.50684 -5.24963 -2.56846 0.0 0.0 0.0
H -0.96109 -5.50700 -4.50456 0.0 0.1 0.0
H -2.76078 -3.83556 -4.90785 0.0 0.0 0.1
H -3.07157 -1.95559 -3.35707 0.0 0.0 0.0
H -3.60914 -3.13283 -0.84183 0.0 0.0 0.0
H -5.89982 -2.64721 -0.12919 0.1 0.1 0.0
H -6.60052 -0.30027 0.32969 0.1 0.0 0.0
H -4.95536 1.49284 0.11124 0.0 0.1 0.0
H -1.68978 3.56212 0.44004 0.2 0.1 0.0
H -3.75690 1.91115 1.95037 0.0 0.0 0.0
H -3.02298 3.42041 2.49385 0.0 0.0 -0.1
H -2.02771 1.97899 2.28577 0.0 0.0 0.0
H -4.68245 3.46754 -0.13347 0.0 0.0 0.0
H -3.46027 4.30351 -1.09281 0.0 0.0 0.0
H -3.75586 4.77434 0.57462 0.0 -0.1 0.0
H -1.86532 3.20049 -2.34428 0.0 0.0 0.0
H -1.46159 0.31153 -3.29444 0.0 0.0 0.0
H -0.17644 1.50728 -2.97361 0.0 0.0 0.0
H -1.28206 1.73125 -4.31872 0.0 0.0 0.0
H -3.91105 1.03944 -3.09245 0.0 0.0 0.0
H -3.58873 2.53093 -3.98402 0.0 0.0 0.1
H -4.34327 2.59587 -2.39216 0.0 0.0 0.0
C -1.79624 -0.52989 5.07054 0.0 0.0 0.1
C -0.44663 -0.38659 5.39923 -0.1 0.0 0.0
C 0.51038 -0.32274 4.40783 0.1 0.1 -0.1
C 0.10929 -0.39611 3.07374 -0.2 0.0 0.1
C -1.24028 -0.51762 2.74732 0.2 0.0 -0.2
C -2.19373 -0.59522 3.74521 -0.1 0.0 0.1
N 1.04391 -0.39191 1.99054 -1.0 0.0 0.8
N 2.20542 -0.58768 2.31225 1.8 -0.3 0.4
C 3.20902 -0.60158 1.29831 -0.2 -0.1 0.2
C 4.48593 -0.83751 1.75206 0.3 -0.1 0.2
C 5.52984 -0.83025 0.83400 0.0 0.0 0.2
C 5.24307 -0.56828 -0.49114 0.0 0.0 -0.1
C 3.92063 -0.35335 -0.85530 0.0 0.0 -0.1
N 2.91647 -0.38742 0.01501 0.0 0.0 0.1
H -2.53919 -0.58990 5.85636 0.0 0.0 0.0
H -0.14597 -0.32794 6.43750 0.0 0.0 0.0
H 1.55992 -0.21095 4.64728 -0.1 0.0 0.0
H -1.57728 -0.59987 1.71557 0.0 0.0 -0.1
H -3.24031 -0.70895 3.48489 0.1 0.0 0.0
H 4.63975 -1.01331 2.80942 0.0 0.0 -0.1
H 6.54838 -1.01617 1.15417 -0.1 0.0 0.0
H 6.02217 -0.53371 -1.24120 0.0 0.0 0.0
H 3.66345 -0.14237 -1.88553 0.0 0.0 0.0
O 1.34816 1.92801 -1.15902 0.1 0.1 0.2
S 0.93211 3.10365 -0.26702 0.2 0.2 0.0
C 1.66390 4.54882 -0.95793 0.0 0.0 -0.1
C 2.67988 4.45667 -1.89481 0.0 0.0 -0.1
C 3.23612 5.63365 -2.37295 0.0 0.0 0.0
C 2.77503 6.86144 -1.91253 0.0 0.0 0.0
C 1.74244 6.92894 -0.98324 0.0 0.0 0.0
C 1.16640 5.76225 -0.50323 0.1 0.1 0.0
C 1.89610 2.94277 1.22073 -0.1 -0.2 0.0
C 3.26248 2.67606 1.16666 0.0 0.0 0.1
C 3.95390 2.52773 2.35602 0.0 0.1 0.0
C 3.28708 2.64826 3.57693 0.0 0.0 0.0
C 1.92601 2.91238 3.61486 0.0 0.0 0.0
C 1.21760 3.05888 2.42631 0.0 0.0 0.0
H 3.01004 3.49006 -2.26081 0.0 0.1 0.1
H 4.02585 5.59083 -3.11176 0.0 0.0 0.0
H 3.21583 7.77485 -2.29118 0.0 0.0 0.0
H 1.37593 7.88884 -0.64300 0.0 0.0 0.0
H 0.34821 5.80186 0.21036 0.1 0.0 0.0
H 3.76898 2.59058 0.21145 0.0 0.0 0.0
H 5.02073 2.33793 2.33691 -0.1 0.0 0.0
H 3.83913 2.54415 4.50346 0.0 0.0 -0.1
H 1.41440 3.01005 4.56433 0.0 0.0 0.0
H 0.15091 3.26751 2.44020 0.1 0.0 0.0